Entry 1:
C8H14B2 | ωB97M-V with the def2-TZVPD basis set

Cartesian coordinates (Å):
B (1.02927, -2.60328, 0.26032)
C (1.26971, -1.11562, -0.02572)
C (2.20557, -0.39244, 0.61798)
C (2.37024, 1.05183, 0.29667)
C (0.99425, 1.73454, 0.33750)
C (-0.07003, 0.97477, -0.47006)
B (-1.40794, 0.59896, 0.36697)
C (-2.76356, 0.03162, -0.20320)
C (-3.73554, -0.43214, 0.57972)
C (0.50227, -0.34297, -1.06443)
H (1.64186, -3.13782, 1.10323)
H (0.25157, -3.21610, -0.36636)
H (2.82950, -0.83198, 1.38240)
H (3.05303, 1.54218, 0.99213)
H (2.78894, 1.15005, -0.71276)
H (0.68934, 1.80029, 1.38467)
H (1.09126, 2.75641, -0.03469)
H (-0.35396, 1.58640, -1.33624)
H (-1.37239, 0.74018, 1.53364)
H (-2.91338, -0.04883, -1.27462)
H (-4.63883, -0.87292, 0.18583)
H (-3.66402, -0.39822, 1.65386)
H (1.18440, -0.09105, -1.88389)
H (-0.30957, -0.94191, -1.47834)

## Properties
SMILES = BC1=CCC[C@H](BC=C)C1
Orbital gap = 9.7 eV
HOMO energy = -9.580 eV


Entry 2:
C8H14CdN4O5S4 | ωB97M-V with the def2-TZVPD basis set

Cartesian coordinates (Å):
Cd (-0.60089, 0.81355, -1.11570)
O (0.83207, -0.19281, 2.34869)
C (2.13051, -0.57683, 1.90984)
C (2.23541, -1.00350, 0.45575)
N (1.82820, -0.02994, -0.56065)
C (2.48551, 1.26035, -0.40501)
C (1.83671, 2.10379, 0.70356)
O (2.55849, 2.90230, 1.31320)
O (0.57692, 1.89395, 0.86345)
C (1.98609, -0.63273, -1.88909)
C (0.91977, -1.71529, -2.09817)
O (1.28902, -2.84082, -2.47969)
O (-0.27634, -1.32134, -1.85322)
H (0.72692, 0.72686, 2.01691)
H (2.43615, -1.44049, 2.50002)
H (2.84558, 0.22518, 2.12086)
H (1.64875, -1.90861, 0.30147)
H (3.29112, -1.27170, 0.29249)
H (2.35734, 1.82288, -1.32940)
H (3.55629, 1.16817, -0.20062)
H (2.97670, -1.06979, -2.03418)
H (1.82604, 0.14631, -2.63788)
N (-1.79077, -0.22219, 0.99645)
N (-2.84194, -1.03890, 1.36586)
C (-3.70656, -1.59807, 0.48971)
N (-4.62225, -2.40245, 1.15606)
S (-3.71859, -1.41207, -1.14786)
H (-0.92696, -0.58165, 1.39168)
H (-1.94868, 0.72481, 1.30797)
H (-2.89847, -1.30779, 2.32253)
H (-4.87129, -2.13423, 2.09627)
H (-5.40342, -2.62819, 0.56956)
S (-2.24553, 4.89963, -2.79420)
C (-1.70468, 3.41766, -2.20061)
S (-0.28617, 2.64160, -2.87530)
S (-2.50105, 2.58234, -0.90078)

## Properties
Net charge = -2
Orbital gap = 5.6 eV
HOMO energy = -1.132 eV


Entry 3:
C8H14ClN2O | ωB97M-V with the def2-TZVPD basis set

Cartesian coordinates (Å):
C (2.56302, 1.77746, -0.82801)
C (1.39744, 1.05001, -0.69112)
C (0.07413, -1.32779, 1.18605)
C (0.38221, 1.24182, 0.29602)
C (-0.86632, -0.83680, -0.05367)
C (0.50444, 2.47922, 1.11392)
C (-0.37359, -1.32483, -1.44184)
C (-2.26487, -1.42035, 0.14706)
N (1.29279, -0.59856, 1.19991)
N (-0.82412, 0.66274, 0.18886)
O (-1.82544, 1.04914, 1.01538)
Cl (2.57365, -1.40041, 0.36417)
H (3.41726, 1.47706, -1.39745)
H (2.77742, 2.75676, -0.26976)
H (1.17084, 0.37224, -1.42383)
H (-0.52370, -1.06867, 2.03010)
H (0.10542, -2.40640, 1.02342)
H (1.04503, 3.33383, 0.80709)
H (1.16510, 1.97252, 1.92190)
H (-0.48700, 2.83838, 1.49788)
H (-0.37590, -0.40552, -2.03362)
H (-1.02056, -2.15231, -1.82621)
H (0.69325, -1.51280, -1.39717)
H (-2.92767, -1.72619, -0.77730)
H (-2.68048, -0.49941, 0.62297)
H (-2.28094, -2.12639, 0.86873)

## Properties
Net charge = -1
Orbital gap = 6.6 eV
HOMO energy = -2.959 eV


Entry 4:
C8H14ClNO5STb | ωB97M-V with the def2-TZVPD basis set

Cartesian coordinates (Å):
C (-2.97912, -1.58016, 2.74796)
C (-3.58764, -1.14337, 1.44443)
O (-2.56611, -1.38454, 0.36889)
C (-2.34473, -0.16840, -0.30913)
C (-1.19477, -0.25393, -1.35436)
O (-1.38390, -0.87305, -2.38584)
O (-0.10847, 0.44638, -1.08774)
C (1.21956, -0.21231, -1.05583)
S (1.06546, -1.99149, -0.68749)
C (2.05753, 0.54464, 0.02270)
C (3.14092, 1.44068, -0.53861)
C (4.07295, 2.00193, 0.65703)
Cl (2.54507, 2.86520, -1.26831)
O (1.83813, -0.09684, -2.27816)
N (0.99036, 0.39736, -3.46772)
O (1.26123, 1.46091, -3.71814)
H (-2.13966, -0.93676, 2.97620)
H (-3.71174, -1.55672, 3.54125)
H (-2.59884, -2.58837, 2.64016)
H (-3.82741, -0.08755, 1.48182)
H (-4.50940, -1.67969, 1.22439)
H (-2.17204, 0.68963, 0.32523)
H (-3.27987, 0.06403, -0.88656)
H (1.24525, -1.93779, 0.63568)
H (1.37474, 1.13424, 0.62482)
H (2.55515, -0.14546, 0.68777)
H (3.81753, 0.95291, -1.22845)
H (4.82235, 2.65852, 0.24184)
H (4.51824, 1.11666, 1.09391)
H (3.47046, 2.55738, 1.36072)
Tb (-3.59120, -1.69405, -1.80848)

## Properties
Net charge = +3
⟨S²⟩ = 13.030
Orbital gap (alpha / beta) = 8.0 / 4.5 eV
Spin multiplicity = 7
HOMO energy (alpha / beta) = -19.162 / -19.116 eV


Entry 5:
C8H14F12LiN2P2 | ωB97M-V with the def2-TZVPD basis set

Cartesian coordinates (Å):
Li (0.95644, 0.25287, 3.07927)
P (-1.09546, -3.86948, 3.74247)
F (-2.48626, -4.28642, 3.15036)
F (-1.51988, -2.29431, 3.83391)
F (-1.60951, -4.02439, 5.31031)
F (0.34081, -3.22766, 4.29818)
F (-0.38598, -5.34415, 3.73986)
F (-0.71741, -3.62009, 2.19147)
P (2.92897, 2.74924, 6.73332)
F (2.96426, 3.02505, 5.10809)
F (1.42540, 2.26144, 6.39866)
F (3.46966, 1.24302, 6.34189)
F (2.74525, 2.45269, 8.36647)
F (4.39179, 3.45055, 6.94579)
F (2.36872, 4.21455, 6.94117)
C (-4.38415, 0.05762, -2.50434)
C (-4.50010, 1.56520, -2.78626)
C (-3.24021, 2.38925, -2.57331)
C (-2.54110, 2.33026, -1.34210)
N (-1.98413, 2.21767, -0.32230)
H (-3.84138, -0.56220, -3.21802)
H (-5.35362, -0.36157, -2.23511)
H (-3.80647, 0.06521, -1.58005)
H (-5.24592, 2.02768, -2.13976)
H (-4.89702, 1.81479, -3.77026)
H (-3.31346, 3.42923, -2.89138)
H (-2.45239, 2.08625, -3.26298)
C (1.51405, -1.45514, -4.35631)
C (2.60255, -0.43065, -4.76688)
C (3.73662, -0.57774, -3.74020)
C (3.26566, -0.53797, -2.37786)
N (2.90185, -0.56731, -1.26365)
H (2.01843, -2.40195, -4.16338)
H (0.79070, -1.69940, -5.13426)
H (0.90601, -1.14617, -3.50605)
H (2.32065, 0.62220, -4.77899)
H (3.02347, -0.57318, -5.76217)
H (4.44173, 0.24855, -3.83053)
H (4.26143, -1.52352, -3.87509)

## Properties
Net charge = -1
Orbital gap = 9.5 eV
HOMO energy = -8.860 eV


Entry 6:
C8H14F3N2O | ωB97M-V with the def2-TZVPD basis set

Cartesian coordinates (Å):
C (-0.89717, -1.61224, -2.46098)
C (0.48986, -0.24393, 0.70629)
C (-0.52645, -0.12872, -0.69008)
C (-0.02359, 0.49358, 1.97193)
C (1.85293, 0.30915, 0.33249)
C (-1.96802, -0.32055, -0.34141)
C (-0.26010, 1.20244, -1.27396)
C (-0.27162, -2.84152, -3.13707)
N (0.30980, -1.65120, 0.92907)
N (-0.09909, -1.20531, -1.56294)
O (1.13573, -2.58933, 0.37286)
F (-1.06404, -3.76414, -3.58167)
F (0.42936, -2.26147, -4.17360)
F (0.62614, -3.45297, -2.29394)
H (0.83522, 1.10113, 2.32358)
H (-0.33279, -0.24469, 2.60179)
H (-0.83524, 1.14260, 1.54934)
H (1.67327, 1.36321, 0.14387)
H (2.19718, -0.25669, -0.48884)
H (2.43842, 0.17246, 1.17868)
H (-2.44585, -0.42570, -1.46525)
H (-2.38494, 0.56094, 0.16462)
H (-2.17973, -1.24517, 0.17254)
H (-0.99330, 2.00342, -0.87478)
H (-0.33222, 1.15536, -2.34475)
H (0.73541, 1.58422, -1.03130)
H (0.78013, -1.60104, -1.36075)
H (0.82543, -3.39588, 0.83166)

## Properties
Net charge = +1
Orbital gap (alpha / beta) = 5.4 / 5.4 eV
HOMO energy (alpha / beta) = -12.906 / -12.905 eV


Entry 7:
C8H14FN2 | ωB97M-V with the def2-TZVPD basis set

Cartesian coordinates (Å):
C (2.23532, -1.67262, 1.02307)
N (1.79526, -0.95279, -0.16410)
C (2.10365, 0.37455, -0.31434)
N (0.79235, 1.09003, 0.46240)
C (-0.33199, 0.21527, -0.00243)
C (-1.38657, -0.09804, 1.06772)
C (-2.61962, 0.23715, 0.64239)
F (-3.77632, -0.05645, 1.26333)
C (-2.67617, 0.97353, -0.64078)
C (-1.23180, 0.81261, -1.17581)
C (0.42995, -0.89081, -0.62680)
H (1.44295, -2.36667, 1.36349)
H (3.16733, -2.22351, 0.74045)
H (2.50573, -0.99130, 1.76319)
H (2.94408, 0.68386, 0.15453)
H (1.98035, 0.60942, -1.33029)
H (1.01999, 0.91629, 1.42636)
H (0.72610, 2.03958, 0.12641)
H (-1.22078, -0.63187, 1.94045)
H (-3.40136, 0.71334, -1.32472)
H (-2.92594, 1.98549, -0.43597)
H (-1.14462, -0.06722, -1.98617)
H (-0.79664, 1.77043, -1.65713)
H (-0.18359, -1.80112, -0.59446)
H (0.55233, -0.66913, -1.72078)

## Properties
SMILES = CN1C[NH2+][C@]2(C=C(F)CC2)C1
Net charge = +1
Orbital gap = 10.2 eV
HOMO energy = -13.200 eV


Entry 8:
C8H14HfN2P | ωB97M-V with the def2-TZVPD basis set

Cartesian coordinates (Å):
C (-1.25811, 1.71926, -1.74010)
C (-0.74382, 2.93725, -2.13470)
C (-0.14616, 3.85475, -1.22304)
C (-0.02491, 3.61586, 0.17043)
C (-0.32211, 2.41442, 0.77412)
Hf (0.61842, 1.52705, -0.84360)
P (0.09768, -0.78525, -2.58024)
H (-1.95063, 1.12374, -2.30290)
H (-0.75355, 3.24524, -3.18570)
H (0.17624, 4.82641, -1.61529)
H (-0.29359, 2.21649, 1.83508)
H (0.34374, 4.48256, 0.71989)
H (0.99203, -1.88090, -2.75292)
H (-0.32832, -0.69234, -3.93297)
H (-0.97843, -1.61109, -2.16039)
C (-0.62146, -2.51765, 2.79637)
N (0.38984, -2.14018, 1.78902)
C (1.47588, -3.10146, 1.49783)
C (0.26066, -1.09208, 1.06721)
N (0.44613, -0.19272, 0.31771)
H (-0.27260, -3.43709, 3.26561)
H (-1.60444, -2.71390, 2.34080)
H (-0.72301, -1.74863, 3.57614)
H (1.37875, -3.51584, 0.48157)
H (2.45965, -2.62424, 1.61769)
H (1.38212, -3.90966, 2.22239)

## Properties
Net charge = +1
Orbital gap = 6.6 eV
HOMO energy = -10.538 eV


Entry 9:
C8H14N | ωB97M-V with the def2-TZVPD basis set

Cartesian coordinates (Å):
C (-1.36655, 2.85648, -0.62077)
C (-1.28839, 1.43225, -1.24839)
C (-1.34616, -0.82130, -0.00779)
C (-1.24413, 0.35873, -0.53091)
C (3.29150, -1.28316, 0.66776)
C (1.87710, -1.51526, 1.13973)
C (2.17692, -0.48812, 0.16597)
C (-2.61936, -1.52892, 0.23735)
N (1.71399, 0.50745, -0.41491)
H (-0.68535, 3.57299, -1.12503)
H (-2.41377, 3.33020, -0.83313)
H (-1.27128, 1.46238, -2.33743)
H (-0.44376, -1.35877, 0.06015)
H (3.98235, -0.69368, 1.29177)
H (3.87837, -2.05975, 0.17574)
H (1.25929, -2.42720, 0.98235)
H (1.59063, -1.12049, 2.20468)
H (-2.75974, -1.24707, 1.33362)
H (-3.54987, -1.19050, -0.33133)
H (-2.54126, -2.63553, 0.28093)
H (2.24956, 1.21908, -1.02014)
H (0.67848, 0.69643, -0.50516)
H (-1.16853, 2.93373, 0.43495)

## Properties
Net charge = +1
Orbital gap = 8.5 eV
HOMO energy = -12.827 eV


Entry 10:
C8H14N | ωB97M-V with the def2-TZVPD basis set

Cartesian coordinates (Å):
C (2.32606, -0.24178, -2.32790)
C (1.27320, -0.04717, -1.23642)
C (0.22543, -0.90660, -1.01004)
N (-0.55221, -0.38808, 0.13470)
C (-2.01301, -0.13143, -0.13024)
C (-0.47414, -1.43920, 1.19486)
C (0.18390, 0.79047, 0.60325)
C (-0.25207, 1.68976, 1.69614)
C (1.19032, 1.05259, -0.23343)
H (3.21944, 0.28855, -2.10910)
H (1.88510, 0.06635, -3.27145)
H (2.53407, -1.23413, -2.52323)
H (-0.39561, -1.71288, -1.50814)
H (-2.48494, 0.16157, 0.75993)
H (-2.25483, 0.67019, -0.84150)
H (-2.56930, -0.99553, -0.35577)
H (-0.79861, -0.93636, 2.05749)
H (-1.04203, -2.25580, 0.90378)
H (0.58319, -1.55997, 1.18008)
H (-1.29876, 1.67589, 1.95994)
H (0.07996, 2.70185, 1.49564)
H (0.22264, 1.20412, 2.53608)
H (1.88896, 1.96175, -0.08394)

## Properties
SMILES = CC1=C[N+](C)(C)C(C)=C1
Net charge = +1
Orbital gap = 9.8 eV
HOMO energy = -13.235 eV


Entry 11:
C8H14N2O | ωB97M-V with the def2-TZVPD basis set

Cartesian coordinates (Å):
C (3.47762, -0.92024, 1.37136)
C (2.97280, -0.93860, 0.14431)
C (1.55601, -0.48177, -0.14450)
O (0.94196, -1.40511, -1.00723)
C (1.53377, 0.87569, -0.82070)
N (2.05755, 1.86664, 0.09514)
H (2.87455, -0.66446, 2.23149)
H (4.50912, -1.20497, 1.54703)
H (3.56900, -1.22509, -0.71280)
H (1.03528, -0.43912, 0.84219)
H (0.19663, -0.92164, -1.39774)
H (2.08794, 0.76988, -1.78361)
H (0.48717, 1.11621, -1.05440)
H (2.01501, 2.77994, -0.33440)
H (3.05398, 1.67253, 0.18901)
C (-3.61831, 0.66968, 0.92425)
C (-3.97632, -0.70443, 0.79064)
C (-3.30795, -1.20062, -0.29528)
N (-2.57288, -0.18077, -0.84429)
C (-2.77173, 0.96279, -0.12065)
H (-3.94220, 1.34789, 1.71601)
H (-4.64722, -1.24831, 1.42513)
H (-3.29449, -2.20128, -0.71486)
H (-2.00491, -0.20274, -1.69508)
H (-2.23239, 1.87792, -0.35103)

## Properties
SMILES = C=C[C@H](O)CN.c1cc[nH]c1
Orbital gap = 9.1 eV
HOMO energy = -8.405 eV


Entry 12:
C8H14N2O2 | ωB97M-V with the def2-TZVPD basis set

Cartesian coordinates (Å):
C (2.21451, 2.96321, -0.64794)
C (1.15017, 1.93416, -0.80907)
C (-0.05630, 1.81941, -1.53557)
N (-0.70608, 0.68271, -1.12648)
O (-1.86407, 0.17418, -1.57494)
C (-0.10175, 0.18306, -0.04329)
C (-0.53008, -1.09353, 0.65603)
C (-0.63697, -2.15802, -0.40901)
C (-1.87294, -0.90745, 1.38196)
C (0.59584, -1.62159, 1.61234)
N (1.02060, 0.90238, 0.14471)
O (1.87777, 0.59837, 1.04024)
H (1.83644, 3.85910, -0.92492)
H (2.43165, 2.90211, 0.37335)
H (3.02178, 2.73069, -1.24944)
H (-0.20112, 2.38857, -2.39385)
H (-1.80364, 0.07740, -2.52206)
H (-0.70288, -3.08508, 0.00061)
H (-1.48555, -2.22896, -1.13290)
H (0.31855, -2.35722, -0.97904)
H (-2.04616, -1.52632, 2.30912)
H (-2.08353, 0.12201, 1.82194)
H (-2.65999, -1.19548, 0.61391)
H (0.32585, -2.68851, 1.69595)
H (1.46315, -1.45594, 1.15895)
H (0.49477, -1.01927, 2.53940)

## Properties
SMILES = Cc1cn(O)c(C(C)(C)C)[n+]1[O-]
Orbital gap = 7.8 eV
HOMO energy = -7.447 eV


Number 1: strongest force on any atom 1.09 eV Å⁻¹. Number 2: strongest force on any atom 0.85 eV Å⁻¹. Number 3: strongest force on any atom 4.78 eV Å⁻¹. Number 4: strongest force on any atom 3.15 eV Å⁻¹. Number 5: strongest force on any atom 4.01 eV Å⁻¹. Number 6: strongest force on any atom 4.27 eV Å⁻¹. Number 7: strongest force on any atom 3.61 eV Å⁻¹. Number 8: strongest force on any atom 4.65 eV Å⁻¹. Number 9: strongest force on any atom 4.16 eV Å⁻¹. Number 10: strongest force on any atom 2.68 eV Å⁻¹. Number 11: strongest force on any atom 1.03 eV Å⁻¹. Number 12: strongest force on any atom 5.28 eV Å⁻¹.